Entry 1:
Here is a cluster of 5 separate species, C27H58BrN3O5PS in total at a distorted geometry from the Open Molecules 2025 dataset. Energies are from the ωB97M-V functional and the def2-TZVPD basis.

Summary:
Net charge: +1
HOMO-LUMO gap, eV: 6.80

CARTESIAN COORDINATES (ANGSTROEM)
C -4.10342 -3.30773 1.75045
C -4.38151 -2.46380 0.49888
C -4.11415 -3.22489 -0.81583
N -3.14742 -2.53192 -1.69095
C -1.85447 -2.40844 -1.13640
C -1.19072 -3.49435 -0.58882
C 0.08857 -3.36716 -0.07879
P 1.02361 -4.78058 0.61910
S 2.34137 -4.19128 1.90371
C 0.69240 -2.12867 -0.12630
C 0.01438 -1.06780 -0.68734
Br 0.94535 0.55058 -0.82404
N -1.24361 -1.19009 -1.16927
C -1.94485 -0.03864 -1.77923
C -2.34463 1.12002 -0.81766
C -2.56804 0.74101 0.63550
N -1.49018 0.55877 1.49541
O -3.69923 0.60978 1.03111
H -4.85689 -3.10079 2.50359
H -4.11865 -4.37418 1.54510
H -3.13991 -3.04656 2.18348
H -3.75934 -1.57694 0.47849
H -5.41426 -2.14010 0.49275
H -5.04666 -3.24156 -1.37073
H -3.86721 -4.26984 -0.62145
H -3.06890 -3.03865 -2.56647
H -1.66506 -4.46089 -0.58111
H 0.04750 -5.67024 1.09707
H 1.61819 -5.37818 -0.50619
H 1.69599 -1.99120 0.24487
H -1.26554 0.35877 -2.52731
H -2.82711 -0.36002 -2.30610
H -1.57832 1.88859 -0.86357
H -3.26451 1.55567 -1.18243
H -1.86520 0.57926 2.43985
H -0.84865 1.34814 1.45505
C 7.85835 -1.26432 2.19147
C 7.76463 -1.14662 0.67966
O 7.67124 -2.38961 0.00818
C 6.55836 -3.19679 0.33621
C 5.21579 -2.54568 0.04856
H 8.71544 -1.87664 2.47291
H 7.97266 -0.27640 2.63828
H 6.96766 -1.72319 2.62369
H 8.67089 -0.67756 0.29755
H 6.93079 -0.49367 0.39412
H 6.61318 -3.51942 1.38184
H 6.65997 -4.09601 -0.27149
H 5.06265 -1.64145 0.64129
H 4.40438 -3.23656 0.28114
H 5.14843 -2.26551 -1.00551
C 5.61533 -0.04021 -5.31637
C 4.11721 0.20415 -5.36568
O 3.35295 -0.94807 -5.68170
C 3.47172 -2.03932 -4.79429
C 3.04849 -1.72004 -3.36975
H 5.96676 -0.43987 -6.26785
H 6.14075 0.89296 -5.11373
H 5.89128 -0.75160 -4.53639
H 3.89399 0.92431 -6.15212
H 3.76728 0.64930 -4.42598
H 4.49013 -2.44166 -4.81132
H 2.82381 -2.81802 -5.19780
H 3.67387 -0.94864 -2.91844
H 3.11918 -2.61369 -2.74567
H 2.01557 -1.35997 -3.35417
C -8.42858 4.05655 -0.92075
C -6.98130 3.73165 -1.24695
O -6.03826 4.44865 -0.47151
C -6.10524 4.25239 0.93142
C -5.88625 2.81080 1.35708
H -8.61605 5.12341 -1.04531
H -9.09591 3.50445 -1.58297
H -8.68633 3.79237 0.10545
H -6.77563 4.00608 -2.28213
H -6.80179 2.65220 -1.16649
H -7.05063 4.63925 1.32691
H -5.31660 4.87732 1.35144
H -6.65627 2.14447 0.96565
H -5.90053 2.73223 2.44493
H -4.93026 2.45368 0.99634
C 2.39565 3.22179 3.44463
C 1.10802 3.50874 2.69349
O -0.04683 2.91278 3.26498
C -0.36422 3.30645 4.59473
C -0.62102 4.79370 4.75206
H 2.55925 2.14608 3.52677
H 3.24239 3.66619 2.92139
H 2.37811 3.63085 4.45459
H 1.17671 3.08925 1.68861
H 0.96308 4.58646 2.56955
H 0.41623 2.97101 5.28474
H -1.26708 2.75373 4.85477
H 0.25893 5.39081 4.51077
H -0.90148 5.01656 5.78105
H -1.42981 5.11385 4.09373


Entry 2:
Here is a structure of composition C26H36ClIOP2ReSb at a distorted geometry from the Open Molecules 2025 dataset. Energies are from the ωB97M-V functional and the def2-TZVPD basis.

Summary:
Multiplicity: 4
Net charge: +3
⟨S²⟩: 3.7829
HOMO-LUMO gap (spin up / spin down), eV: 6.58 / 3.61

CARTESIAN COORDINATES (ANGSTROEM)
C -0.89127 5.99240 -3.50742
C -0.24723 4.75835 -2.96560
H -0.18552 6.58861 -4.13525
H -1.25403 6.61920 -2.67184
H -1.77919 5.72243 -4.10522
O 0.81868 4.23132 -3.03487
I -1.98739 3.65753 -1.60427
Re -0.79586 1.45801 -0.73602
P -1.15421 0.38715 -2.72385
C 0.10618 -0.83415 -3.24557
C -2.75483 -0.53387 -2.67101
H -2.88268 -1.17727 -3.55534
H -1.52197 0.60445 -5.13263
H -3.57714 0.19122 -2.62279
H -2.17002 2.00814 -4.22267
H 0.32284 -1.55219 -2.44708
H -2.79619 -1.15217 -1.76969
C -1.33885 1.30304 -4.30057
H -0.21722 -1.37945 -4.14618
H -0.40981 1.85631 -4.48380
H 1.02463 -0.28105 -3.48282
P 0.25771 2.63760 0.90617
C 1.89848 2.00657 1.41642
C 0.69063 4.39069 0.66276
H -1.81780 3.04048 2.08565
H -0.38810 3.33780 3.13162
H -0.93481 1.65870 2.79965
C -0.82847 2.66723 2.37772
H -0.20193 4.96204 0.41038
H 1.14801 4.78135 1.59013
H 2.24045 2.56113 2.30098
H 2.59042 2.15524 0.57356
H 1.40926 4.45714 -0.16882
H 1.87376 0.93609 1.64094
Cl -2.91325 1.21318 0.18341
C 4.81714 -2.17078 0.33383
C 4.27755 -1.49644 -0.76945
C 2.96831 -0.99146 -0.72214
C 2.17206 -1.20664 0.40645
C 2.72700 -1.83241 1.51963
C 4.05001 -2.29468 1.49845
Sb -0.00571 -0.73830 0.33978
C -0.49962 -2.90900 0.10807
C -1.07953 -3.46243 -1.03771
C -1.21190 -4.85530 -1.14489
C -0.72342 -5.69231 -0.12790
C -0.17508 -5.12864 1.02963
C -0.10124 -3.73071 1.15622
C -0.75550 -0.80534 2.44352
C -2.10748 -1.11821 2.62589
C -2.65556 -1.09709 3.91683
C -1.81883 -0.88875 5.02852
C -0.44182 -0.69758 4.84615
C 0.08264 -0.61006 3.54532
H 5.83355 -2.57848 0.30267
H 4.87416 -1.35328 -1.67208
H 2.58639 -0.44960 -1.59046
H 2.13582 -1.99019 2.42075
H 4.46393 -2.75808 2.39252
H -1.43610 -2.82169 -1.85461
H -1.68770 -5.29220 -2.02035
H -0.76393 -6.78381 -0.24255
H 0.19264 -5.76223 1.83616
H 0.27965 -3.31234 2.09188
H -2.75607 -1.33172 1.76301
H -3.72125 -1.23742 4.07062
H -2.22449 -0.94201 6.03941
H 0.23597 -0.60031 5.70820
H 1.13514 -0.33377 3.41254


no.,E_tot (eV)
1,-133806.017
2,-77432.737